Computed, not measured: a cluster of 2 separate species, C4H8O3S in total, with ωB97M-V/def2-TZVPD.

Values from the calculation:
gap between HOMO and LUMO (alpha / beta) = 6.1 / 7.4 eV
energy relative to the best compared isomer or geometry (same formula, charge and spin) = 0.000 eV
DFT total energy = -780.912629 a.u.
2S+1 = 3
LUMO (alpha / beta) = 0.0223 / -0.0624 Ha

Geometry (Å):
C -0.5922 0.0183 -0.0485
C 0.3361 0.5561 1.8987
C -0.0248 -1.3125 -0.2369
C 0.1141 1.1004 -0.8673
O -2.9081 1.5540 -0.3037
O 1.0639 -0.4217 2.4191
O -0.0242 1.5867 2.4190
S -2.4261 0.0472 0.0166
H -0.4851 -1.7572 -1.0579
H -0.2887 -1.9790 0.5434
H 1.0390 -1.2008 -0.5107
H 1.1420 0.8957 -0.9620
H 0.0829 1.9869 -0.3656
H -0.3242 1.1236 -1.7976
H 1.4998 -0.1930 3.2367
H -3.1619 2.1836 0.3973

Want to see where the charge sits? The Mulliken charges in e are: 0.84 0.40 -1.72 -1.71 -0.47 -0.32 -0.42 0.07 0.53 0.44 0.31 0.51 0.43 0.46 0.32 0.34

---

Computed, not measured: a structure of composition C7H13N, with ωB97M-V/def2-TZVPD.

Values from the calculation:
gap between HOMO and LUMO = 8.6 eV
energy relative to the best compared isomer or geometry (same formula, charge and spin) = 10.992 eV
DFT total energy = -328.867498 a.u.
LUMO = 0.0202 Ha

Geometry (Å):
C -0.2170 -0.2490 -2.4189
C 0.6475 0.1206 -1.1842
C -0.3841 -0.2185 -0.1621
C -0.8390 1.1752 0.5837
C 0.6544 1.2958 1.3700
C 0.0116 -0.7854 1.2801
C -0.4122 -1.6576 0.0565
H -1.3472 0.3943 -2.5003
H 0.2456 -0.4644 -3.4522
H -0.5396 -1.4883 -1.8296
H 1.4291 -0.6882 -1.4092
H 1.1395 1.0299 -1.0615
H -0.9664 2.0563 0.1019
H -1.9259 1.0394 0.9512
H 0.5219 1.7155 2.3590
H 1.2948 2.0467 0.8233
H 0.9489 0.1547 2.9694
H -0.8051 -0.6169 2.1037
H 0.6825 -2.3243 -0.2935
H -1.3048 -2.5336 0.0983
N 1.1656 -0.0020 1.6143

Want to see where the charge sits? The Mulliken charges in e are: -0.80 -0.50 0.64 -1.01 -0.51 -0.12 -0.73 0.19 0.33 0.23 0.21 0.38 0.42 0.27 0.35 0.27 0.31 0.23 0.26 0.25 -0.66

---

Computed, not measured: a structure of composition C47H57BBaF2N8O3S3, with ωB97M-V/def2-TZVPD.

Values from the calculation:
gap between HOMO and LUMO = 4.0 eV
energy relative to the best compared isomer or geometry (same formula, charge and spin) = 4.926 eV
DFT total energy = -3933.215209 a.u.
LUMO = -0.0203 Ha

Geometry (Å):
Ba 0.2764 -0.2328 1.0506
N -1.7030 1.2232 5.2005
C -0.7626 1.0712 4.2221
O -0.9951 1.5275 3.0995
C 0.5087 0.3706 4.6103
C 1.6603 0.5576 3.6247
H -2.6345 1.4278 4.8806
H -1.6065 0.6434 6.0171
H 0.2165 -0.6857 4.6826
H 0.6834 0.6755 5.6604
H 2.5659 0.0619 4.0077
H 1.9151 1.6316 3.5316
N -1.8729 0.1184 0.1563
S -2.2741 0.9122 -1.0286
N -1.2444 2.2007 -1.4501
S -0.2102 2.4124 -2.5537
N 1.0053 1.4523 -2.7587
S 1.3980 0.4679 -1.4301
N 0.4969 -0.6520 -1.1990
C 3.0519 0.0162 -1.8456
C 3.7469 0.3629 -2.9989
C 5.0130 -0.1777 -3.1859
C 5.5664 -1.0329 -2.2380
C 4.8575 -1.3595 -1.0898
C 3.5889 -0.8379 -0.8894
C 1.6432 1.7598 -0.0984
C 0.5937 2.2174 0.7471
C 0.7897 3.3043 1.5696
C 2.0223 3.9525 1.5822
C 3.0531 3.5071 0.7713
C 2.8763 2.4229 -0.0809
C -0.8626 2.5966 -4.1975
C -1.8694 3.5387 -4.3279
C -2.4046 3.7553 -5.5881
C -1.9248 3.0318 -6.6730
C -0.9198 2.0965 -6.5152
C -0.3649 1.8657 -5.2530
C 0.4033 4.0453 -2.2014
C -0.2416 4.8971 -1.3330
C 0.3047 6.1671 -1.1401
C 1.4594 6.5378 -1.8076
C 2.0969 5.6552 -2.6699
C 1.5664 4.3884 -2.8736
C -2.6342 0.1291 -2.6098
C -3.5892 0.6789 -3.4722
C -3.8195 0.0792 -4.6993
C -3.1129 -1.0608 -5.0659
C -2.1858 -1.6089 -4.1918
C -1.9426 -1.0277 -2.9546
C -3.7696 1.8207 -0.7678
C -3.9405 3.1911 -0.8577
C -5.1745 3.7266 -0.4958
C -6.1988 2.8938 -0.0635
C -6.0032 1.5185 0.0184
C -4.7799 0.9693 -0.3238
H 3.3157 1.0327 -3.7311
H 5.5734 0.0725 -4.0778
H 6.5535 -1.4497 -2.3956
H 5.2810 -2.0251 -0.3480
H 3.0440 -1.1251 -0.0006
H -0.3888 1.7351 0.7431
H -0.0264 3.6109 2.2091
H 2.1795 4.7952 2.2444
H 4.0180 3.9971 0.8025
H 3.6911 2.1046 -0.7141
H -2.2350 4.0930 -3.4704
H -3.1929 4.4847 -5.7192
H -2.3486 3.2008 -7.6557
H -0.5556 1.5365 -7.3667
H 0.4124 1.1324 -5.0932
H -1.1149 4.5734 -0.7834
H -0.1732 6.8535 -0.4530
H 1.8793 7.5237 -1.6460
H 3.0089 5.9440 -3.1771
H 2.0579 3.6799 -3.5277
H -4.1582 1.5574 -3.1990
H -4.5622 0.5001 -5.3653
H -3.3006 -1.5308 -6.0239
H -1.6510 -2.5120 -4.4588
H -1.2370 -1.4681 -2.2680
H -3.1353 3.8291 -1.1949
H -5.3309 4.7969 -0.5470
H -7.1547 3.3153 0.2210
H -6.7986 0.8694 0.3618
H -4.6056 -0.0998 -0.2363
O -3.2672 -2.4284 -0.3226
H -2.7602 -1.6414 -0.0546
H -3.1443 -2.9920 0.4581
C 2.0140 -4.0216 -1.8328
C 1.3307 -3.7019 -0.5331
C -0.1546 -3.9563 -0.4127
O 1.9553 -3.2329 0.3975
H 1.8211 -5.0594 -2.1204
H 3.0827 -3.8370 -1.7524
H 1.5860 -3.3876 -2.6192
H -0.5144 -4.6668 -1.1594
H -0.6985 -3.0195 -0.5670
H -0.4056 -4.2860 0.5933
C -0.8551 -4.4109 5.8776
N 0.4524 -4.9910 5.6232
C 1.0055 -5.6481 6.7981
C 1.3391 -4.1644 4.9214
N 1.0806 -2.9342 4.7444
N 2.4963 -4.8245 4.4780
C 3.4903 -4.0021 3.8248
C 2.3981 -6.1726 3.9468
H -1.2647 -3.9608 4.9780
H -0.8133 -3.6293 6.6489
H -1.5222 -5.2075 6.2140
H 1.1373 -4.9382 7.6286
H 1.9717 -6.0981 6.5799
H 0.3317 -6.4385 7.1337
H 1.7085 -2.4760 4.0940
H 3.6943 -3.1084 4.4139
H 3.1772 -3.6927 2.8180
H 4.4199 -4.5662 3.7346
H 1.4792 -6.6401 4.2890
H 3.2501 -6.7786 4.2670
H 2.3833 -6.1583 2.8486
F -2.0432 -3.3712 2.2154
B -1.3284 -2.1891 2.6522
F -2.1969 -1.5997 3.5632

Results of the Mulliken charge analysis, in e, for atoms 1 through 99: 2.95 -0.52 0.40 -0.32 0.06 -1.12 0.27 0.23 0.01 0.31 0.36 0.00 -0.92 2.80 0.18 0.58 -0.22 1.06 -0.70 -0.17 -0.03 -0.79 -0.63 -0.72 -0.40 1.24 0.17 -1.30 -0.95 -1.24 -1.19 0.60 -0.57 -0.82 -0.59 -0.85 -0.37 0.80 0.12 -0.84 -0.68 -0.76 -1.06 0.20 -0.47 -0.81 -0.85 -0.83 0.19 0.08 -0.11 -1.00 -0.66 -0.67 -0.64 0.33 0.45 0.39 0.50 0.69 0.10 0.51 0.41 0.47 0.44 0.32 0.46 0.42 0.45 0.54 0.32 0.48 0.40 0.46 0.29 0.46 0.48 0.42 0.53 -0.18 0.27 0.47 0.41 0.47 0.46 -0.65 0.06 0.39 -1.33 0.82 -0.24 -0.40 0.49 0.26 0.21 0.45 -0.24 0.16 -0.70

---

Computed, not measured: the molecule C4H7NO, with ωB97M-V/def2-TZVPD.

Values from the calculation:
gap between HOMO and LUMO (alpha / beta) = 7.5 / 7.5 eV
energy relative to the best compared isomer or geometry (same formula, charge and spin) = 4.179 eV
DFT total energy = -286.478089 a.u.
LUMO (alpha / beta) = -0.0587 / -0.0589 Ha

Geometry (Å):
C -1.9171 -0.4451 -1.0982
C -0.7811 -0.3560 -0.1083
O -0.9513 -0.7226 1.0801
N 0.3869 0.0833 -0.5988
C 1.7796 1.1307 0.8470
C 1.4095 -0.1504 0.4476
H -2.2346 -1.4890 -1.1755
H -2.7707 0.1341 -0.7337
H -1.6064 -0.0743 -2.0758
H 0.9915 1.8373 1.0912
H 2.8051 1.4976 0.8731
H 0.6859 -0.5921 1.2634
H 2.2027 -0.8535 0.1878

Want to see where the charge sits? The Mulliken charges in e are: -0.91 0.75 -0.66 -0.59 -0.39 -0.22 0.26 0.26 0.30 0.24 0.26 0.36 0.34

---

Computed, not measured: a cluster of 2 separate species, C3H9O2 in total, with ωB97M-V/def2-TZVPD.

Values from the calculation:
gap between HOMO and LUMO = 7.7 eV
energy relative to the best compared isomer or geometry (same formula, charge and spin) = 1.503 eV
DFT total energy = -270.130516 a.u.
net charge = -1
LUMO = 0.1665 Ha

Geometry (Å):
C 2.4881 0.0345 -0.1260
O 1.6476 -1.1006 0.1849
H 3.1463 0.1086 0.6891
H 2.0006 1.0980 -0.0653
H 2.9044 -0.1061 -1.0571
C -1.0467 0.5382 -0.3154
O -0.2275 -0.1287 -1.1967
C -2.2362 -0.3508 0.5306
H -1.5950 1.3318 -0.8039
H -0.3693 0.9306 0.5539
H 0.6458 -0.9053 -0.2671
H -2.9315 -0.6630 -0.2557
H -2.7887 0.3183 1.2007
H -1.6381 -1.1054 0.9281

Want to see where the charge sits? The Mulliken charges in e are: -0.58 -0.62 0.29 0.16 0.23 -0.34 -0.82 -0.99 0.36 0.13 0.38 0.20 0.28 0.34

---

Computed, not measured: a structure of composition C21H27Br3N4O8, with ωB97M-V/def2-TZVPD.

Values from the calculation:
gap between HOMO and LUMO = 7.3 eV
energy relative to the best compared isomer or geometry (same formula, charge and spin) = 0.000 eV
DFT total energy = -9359.376095 a.u.
LUMO = -0.0159 Ha

Geometry (Å):
C 0.0739 -1.5197 -1.1876
Br -0.4348 -2.4856 -2.7660
Br 1.5412 -2.3105 -0.1769
Br -1.4709 -1.1981 0.0654
H 0.3703 -0.4716 -1.2304
C -4.1000 1.0013 3.5820
C -4.7019 1.9027 2.7531
C -5.0032 1.6589 1.3820
C -4.7050 0.4403 0.8614
C -4.2352 -0.5686 1.7343
C -3.8285 -0.2827 3.0385
O -3.4026 -1.2839 3.8962
O -5.3846 2.6524 0.5624
H -4.0249 1.2186 4.6372
H -4.9683 2.8664 3.1615
H -4.8250 0.1527 -0.1726
H -3.8983 -1.4790 1.2609
H -3.3176 -1.0962 4.8338
H -4.8753 3.4424 0.7575
C 7.2082 -1.5870 1.3544
C 6.6554 -0.3717 1.3688
C 5.2941 -0.2497 1.4774
C 4.5249 -1.3599 1.4786
C 5.0545 -2.6527 1.6677
C 6.4714 -2.6862 1.5916
O 6.9601 -3.9247 1.7612
O 4.6596 0.9787 1.5551
H 8.2836 -1.5159 1.2853
H 7.2381 0.5370 1.3371
H 3.4590 -1.4085 1.6454
H 4.4236 -3.4820 1.9518
H 7.8826 -3.9349 2.0270
H 4.3176 1.0805 2.4464
C 3.1000 1.0585 -2.1572
C 2.8986 1.4204 -3.5245
C 2.0353 2.4449 -3.7927
C 1.5108 3.1614 -2.7466
C 1.5613 2.7548 -1.4353
C 2.3919 1.6724 -1.1302
O 2.3457 1.2620 0.1522
O 1.8782 2.8866 -5.0846
H 3.8507 0.3486 -1.8425
H 3.4050 0.9074 -4.3288
H 0.9332 4.0497 -2.9557
H 1.0998 3.4379 -0.7376
H 3.0927 0.8005 0.5403
H 1.1115 3.4643 -5.0801
C -4.2056 -4.5707 -0.0533
O -4.5725 -5.8038 0.0199
N -3.5406 -3.9339 0.9645
N -4.2277 -3.8920 -1.1933
H -3.0663 -3.0497 0.8498
H -3.6690 -4.3480 1.8767
H -3.8239 -2.9702 -1.1078
H -4.1156 -4.4051 -2.0561
C -2.2737 2.7200 -2.2532
O -1.4020 2.7275 -3.0763
N -3.3343 3.5088 -2.1870
N -2.2722 1.7354 -1.3119
H -3.4647 4.2423 -2.8689
H -3.7426 3.7712 -1.3013
H -1.6717 0.9289 -1.4071
H -3.0744 1.6075 -0.7118

Want to see where the charge sits? The Mulliken charges in e are: 0.29 0.00 0.04 -0.04 -0.25 -0.92 -0.45 0.09 -0.23 -0.78 0.95 -0.53 -0.53 0.30 0.40 0.63 0.36 0.32 0.31 -0.72 -0.39 -0.21 -0.04 -0.93 0.84 -0.52 -0.61 0.30 0.42 0.64 0.48 0.30 0.37 -0.23 -0.71 0.50 -0.46 -0.32 0.21 -0.50 -0.59 0.46 0.44 0.22 0.42 0.25 0.31 0.62 -0.70 -0.15 -0.34 -0.04 0.17 0.21 0.25 0.54 -0.60 -0.36 0.01 0.25 0.11 -0.01 0.14

---

Question: Which of these has the lowest DFT total energy?
Answer: C21H27Br3N4O8